# 1
This record from the Open Molecules 2025 dataset describes C6H18KO8P2 as an isolated structure at a distorted geometry. The level of theory is wB97M-V/def2-TZVPD.

Values from the calculation:
Energy above the lowest of the compared OMol25 structures with the same formula, charge and spin (kcal/mol): 25.28
E_tot (eV): -57796.579
Gap between HOMO and LUMO (eV): 10.139
Multiplicity: 1
Total charge: +1

Last column: natural (NBO) charge in e.
CARTESIAN COORDINATES (ANGSTROEM)
C: 2.9732 0.1524 3.4131  -0.2466
H: 0.0276 -1.7973 -5.8233  0.2113
H: -3.1359 -1.3082 -1.7718  0.1993
H: 3.2526 -0.8960 3.5473  0.1820
O: -1.3574 1.0831 -3.2087  -0.7898
H: 1.0725 2.0891 1.0968  0.1830
H: -0.2930 3.1401 1.3160  0.2057
C: -0.4906 2.1028 -2.7009  -0.2606
K: 1.5099 -2.0538 0.1779  0.9946
H: -0.2582 -0.8226 6.0653  0.2041
H: 0.4692 1.7249 -2.3548  0.1821
O: -2.1310 -1.1460 -3.6133  -0.8155
O: 0.0176 2.0505 2.9469  -0.7945
H: -3.1425 -2.7786 -2.9297  0.1997
P: 0.3672 0.5348 3.1906  2.5893
O: -0.2585 -0.8490 -1.8029  -1.1724
C: 0.5948 -1.7499 -4.8952  -0.2560
O: 1.7572 0.6022 4.0070  -0.8016
H: 3.7671 0.7896 3.7943  0.2146
O: 0.3115 -0.3398 2.0093  -1.1752
P: -0.8190 -0.4398 -3.1157  2.5825
C: -3.1532 -1.7052 -2.7898  -0.2528
H: 1.6769 -1.8105 -4.9881  0.2004
H: 2.9077 0.2821 2.3242  0.1598
H: -1.4778 -1.5550 5.2011  0.2034
H: -0.9859 2.6183 -1.8729  0.1885
H: -4.1210 -1.2944 -3.0957  0.2062
H: 0.3241 -2.5956 -4.2545  0.1770
H: 0.0845 -1.8749 4.6104  0.1872
H: -0.3658 2.8916 -3.4431  0.2027
H: 1.2310 3.5706 2.1111  0.2067
C: -0.5102 -1.0575 5.0213  -0.2811
C: 0.5904 2.7461 1.8191  -0.2583
O: 0.2475 -0.4615 -4.3293  -0.7998
O: -0.6826 0.1573 4.3382  -0.7758


# 2
This record from the Open Molecules 2025 dataset describes a 2-piece molecular cluster, C6H18N2 overall at a distorted geometry. The level of theory is wB97M-V/def2-TZVPD.

Values from the calculation:
Energy above the lowest of the compared OMol25 structures with the same formula, charge and spin (kcal/mol): 12.49
E_tot (eV): -9493.224
Gap between HOMO and LUMO (eV): 10.234
Multiplicity: 1
Total charge: 0

Last column: natural (NBO) charge in e.
CARTESIAN COORDINATES (ANGSTROEM)
C: 1.5926 3.8017 -0.3622  -0.4010
H: 0.0852 -4.9899 0.5986  0.1793
H: -0.5272 4.8903 0.6970  0.3475
H: -2.4143 -4.9403 0.5242  0.2006
H: 1.3484 -2.5458 1.5258  0.3520
H: -3.2119 -3.5527 -0.2806  0.2095
H: -0.9893 -2.4673 -0.5534  0.1887
H: 1.6241 -4.1381 1.8049  0.3534
H: 0.6995 -3.7262 -0.5068  0.1604
C: -1.1295 -3.2086 0.2568  -0.4077
H: 2.0056 1.5924 -0.2545  0.2025
H: -1.5909 4.8696 -0.5509  0.3594
H: -1.3823 -2.6536 1.1806  0.2131
N: -0.7570 4.4036 -0.1765  -0.8342
H: 2.4041 3.7856 -1.1150  0.1994
H: 0.3087 1.9779 -0.6801  0.2152
H: 0.5377 5.6057 -1.2425  0.1582
N: 0.8789 -3.4488 1.6556  -0.8269
H: 0.9223 2.3326 0.9652  0.2079
H: -2.1370 -4.6357 -1.2192  0.2050
H: 0.2882 3.9826 -1.9493  0.1789
C: -2.2880 -4.1538 -0.2386  -0.6061
H: 1.9993 4.2568 0.5613  0.1923
C: 1.1871 2.3166 -0.1054  -0.6191
C: 0.3556 4.5419 -0.9963  -0.2071
C: 0.1899 -3.8965 0.4611  -0.2213


# 3
This record from the Open Molecules 2025 dataset describes a 3-piece molecular cluster, C6H18N4 overall at a distorted geometry. The level of theory is wB97M-V/def2-TZVPD.

Values from the calculation:
Energy above the lowest of the compared OMol25 structures with the same formula, charge and spin (kcal/mol): 92.35
E_tot (eV): -12470.354
Gap between HOMO and LUMO (alpha / beta) (eV): 6.479 / 6.480
Multiplicity: 1
Total charge: 0

Last column: natural (NBO) charge in e.
CARTESIAN COORDINATES (ANGSTROEM)
H: 0.5906 2.3575 -0.8751  0.3747
H: -1.8835 0.8106 -1.9439  0.2374
H: -3.1733 -0.5873 2.0770  0.3608
H: 1.7572 -2.3205 -0.3878  0.3732
N: 0.7709 1.9503 0.0278  -0.8379
N: -0.7146 -1.4238 -0.3958  -0.8783
H: 0.7460 -0.9945 1.6212  0.2301
H: -0.7565 -0.2904 -2.7213  0.2165
C: 0.9565 0.0652 1.5158  -0.6597
H: -1.1610 -1.5536 0.5273  0.4175
H: 3.0357 -1.4759 0.2365  0.3517
N: -2.2140 -0.4610 1.7575  -0.8850
H: -1.3468 -1.7817 -1.0996  0.3659
H: -0.2387 1.3195 -2.3055  0.2097
H: -1.6398 -0.3966 2.5901  0.3550
H: 0.4191 0.6066 2.2933  0.2209
C: -2.0260 0.7070 0.8978  -0.4235
C: -0.8423 0.4827 -1.9564  -0.6696
C: 0.5619 0.5760 0.1569  0.2091
H: -2.8404 0.7684 0.1761  0.1574
N: 2.4976 -1.6551 -0.6022  -0.8317
H: 2.6650 0.3413 -1.2007  0.1638
H: 2.0261 0.2322 1.6738  0.2092
C: 1.9509 -0.4765 -1.1553  -0.2562
H: 1.5607 -0.6816 -2.1491  0.1700
C: -0.4465 -0.0617 -0.6089  0.2806
H: -1.8872 1.6598 1.4174  0.1650
H: 1.6328 2.2828 0.4330  0.3736


# 4
This record from the Open Molecules 2025 dataset describes a 6-piece molecular cluster, C6H18N6O12 overall at a distorted geometry. The level of theory is wB97M-V/def2-TZVPD.

Values from the calculation:
Energy above the lowest of the compared OMol25 structures with the same formula, charge and spin (kcal/mol): 18.43
E_tot (eV): -40006.915
Gap between HOMO and LUMO (eV): 10.334
Multiplicity: 1
Total charge: 0

Last column: natural (NBO) charge in e.
CARTESIAN COORDINATES (ANGSTROEM)
H: -3.4298 -2.7035 0.1390  0.2472
O: -1.0041 -3.3282 1.2719  -0.3821
O: -0.2631 0.5914 5.3434  -0.3547
N: -1.8938 -2.5264 1.6009  0.5329
H: -2.6823 1.9045 -1.4747  0.2423
N: 2.0740 1.1001 -0.4465  0.5492
H: 2.0020 -2.5249 -4.2281  0.2368
H: 0.7999 -1.8058 3.4900  0.2313
H: -3.9263 -2.4142 1.8718  0.2296
H: 2.4867 -0.6288 0.7588  0.2427
O: 2.2902 -3.2019 -1.1465  -0.3664
O: -1.6029 4.5150 -1.3740  -0.3724
C: 0.6759 5.0408 -1.3301  -0.4786
H: 0.6165 -1.9088 5.1961  0.2263
O: 1.3790 0.5994 3.9464  -0.4054
C: 1.7004 -2.2794 -3.2028  -0.4879
O: -1.6982 -1.4992 2.1836  -0.3812
N: 2.2339 -3.3580 -2.3409  0.5297
O: -2.1361 0.6668 -3.4039  -0.3496
H: -0.8124 -1.6407 4.2514  0.2362
N: 0.4492 0.0765 4.5353  0.5501
C: -3.2618 -2.9311 1.2092  -0.4833
N: -0.5006 4.3774 -1.9073  0.5074
O: 2.6131 -4.3775 -2.9590  -0.4014
H: -0.9986 1.8709 -0.9094  0.2460
H: 1.3799 5.2505 -2.0908  0.2451
C: -1.8417 1.2932 -1.1699  -0.4895
O: -0.7597 -0.4253 -2.1891  -0.4189
C: 1.8899 0.2654 0.7659  -0.5011
H: 0.2252 5.8561 -0.7664  0.2354
H: -2.0539 0.7231 -0.2802  0.2264
O: 1.4449 2.1328 -0.4560  -0.4192
C: 0.2414 -1.4164 4.3127  -0.4844
H: 0.9691 4.3477 -0.5373  0.2603
N: -1.5781 0.4513 -2.3454  0.5398
H: 2.0374 0.9021 1.6442  0.2565
H: -3.2762 -3.9901 1.2972  0.2414
H: 0.7962 0.0227 0.8364  0.2335
H: 0.6854 -2.2157 -2.9749  0.2461
H: 2.1202 -1.2994 -2.8956  0.2411
O: 2.9618 0.7417 -1.2035  -0.3609
O: -0.3527 3.7458 -3.0218  -0.3963


# 5
This record from the Open Molecules 2025 dataset describes C6H18NOSi as an isolated structure at a distorted geometry. The level of theory is wB97M-V/def2-TZVPD.

Values from the calculation:
Energy above the lowest of the compared OMol25 structures with the same formula, charge and spin (kcal/mol): 88.70
E_tot (eV): -17921.429
Gap between HOMO and LUMO (eV): 11.040
Multiplicity: 1
Total charge: +1

Last column: natural (NBO) charge in e.
CARTESIAN COORDINATES (ANGSTROEM)
C: 2.5042 -1.2789 0.8008  -0.3135
H: -1.4235 -1.7224 -1.8907  0.2388
H: -3.2655 0.8667 -0.4911  0.2660
H: 1.3688 -0.5302 -2.1863  0.2725
N: 0.8120 1.8019 0.5242  -0.9186
H: -2.1445 1.2004 -1.9264  0.2513
H: -0.6649 -0.4210 2.3043  0.2521
H: -0.6489 -2.6289 -0.6017  0.2392
C: 1.4850 0.3485 -1.5088  -0.7313
H: 2.5369 0.3582 -1.3252  0.2385
C: -1.4009 -1.9089 -0.8403  -1.0584
H: -1.9414 2.2227 -0.6205  0.2306
H: 3.0734 -1.7398 -0.0455  0.2122
H: 2.4643 -2.0403 1.6274  0.2368
H: -2.5238 -2.2801 -0.7347  0.2617
Si: -1.1467 -0.1236 0.0408  1.5816
H: -2.3499 -0.6146 2.2276  0.2916
H: 0.3229 1.6641 1.4943  0.4230
C: -2.2402 1.2047 -0.8273  -1.1106
H: 0.3153 2.5204 0.0313  0.4093
H: 1.7426 2.1039 0.7162  0.4078
C: -1.5138 0.0859 1.8713  -1.1511
C: 0.7127 0.0148 -0.3267  0.2589
H: -1.7518 1.1050 2.1176  0.2523
H: 3.3061 -0.5967 1.0910  0.2077
O: 1.1936 -0.8064 0.5552  -0.5062
H: 1.1781 1.1946 -2.0765  0.2579


# 6
This record from the Open Molecules 2025 dataset describes C6H18NP2S2 as an isolated structure at a distorted geometry. The level of theory is wB97M-V/def2-TZVPD.

Values from the calculation:
Energy above the lowest of the compared OMol25 structures with the same formula, charge and spin (kcal/mol): 0.00
E_tot (eV): -48245.944
Gap between HOMO and LUMO (eV): 8.644
Multiplicity: 1
Total charge: +1

Last column: natural (NBO) charge in e.
CARTESIAN COORDINATES (ANGSTROEM)
H: 1.5086 2.8498 0.2682  0.2806
H: -0.2445 -3.0122 0.4972  0.2605
H: -1.2681 -2.8458 -0.9456  0.2520
C: 2.0103 1.2344 2.9597  -0.9740
P: 0.7014 1.1318 1.7253  1.3592
C: -1.1799 -0.6231 -3.3405  -0.7199
H: -0.2347 2.6308 0.0660  0.2743
H: 1.7088 1.9193 3.7534  0.2754
H: 0.3892 3.5027 1.4984  0.2692
C: 1.5444 -2.0177 -1.8517  -0.9661
C: -2.2899 1.0276 1.4366  -0.7358
C: 0.5714 2.6879 0.7964  -0.9813
H: 2.9169 1.5933 2.4741  0.2814
S: -0.6368 0.3339 -1.8950  -0.1006
H: -2.5082 2.0883 1.3649  0.2396
S: -1.0415 0.7247 2.7336  0.0454
H: -1.5559 -1.8217 0.4782  0.2457
H: -0.3224 -1.0812 -3.8239  0.2303
H: -1.6337 0.0968 -4.0149  0.2537
H: -1.9402 0.6407 0.4815  0.2398
H: 2.1933 0.2447 3.3753  0.2875
H: -1.9145 -1.3656 -3.0468  0.2266
H: 2.2298 -2.5683 -1.2108  0.2727
H: 0.9879 -2.7092 -2.4811  0.2515
N: 1.4349 -0.4512 0.2798  -1.1856
P: 0.4367 -1.0836 -0.7465  1.5793
C: -0.7947 -2.3096 -0.1273  -0.9876
H: -3.1844 0.4955 1.7487  0.2596
H: 2.1157 -1.3130 -2.4530  0.2668